Entry 1:
Entry from the OMol25 dataset: a 9-piece molecular cluster, C54H50F8N5 overall at a distorted geometry (ωB97M-V with the def2-TZVPD basis set).

Net charge: +1
Energy: -3160.16048 Ha
HOMO level: -10.36 eV
HOMO-LUMO gap: 0.2523 hartree

Element x y z (Å)
N -1.66566 3.11647 0.23752
N -1.53983 3.00639 -1.19761
C -1.79535 1.70815 -1.59919
N -1.87154 0.69092 -0.74940
N -1.96332 1.47376 -2.92465
C -0.75643 1.68746 -3.74867
C -0.53485 2.90973 -4.38237
C 0.66527 3.04469 -5.08907
C 1.56141 1.96649 -5.10807
C 1.20641 0.77743 -4.43842
N 0.05787 0.63757 -3.75872
H -0.76733 2.94843 0.68174
H -1.90062 4.08493 0.41167
H -0.58629 3.22449 -1.49379
H -2.38548 0.74616 0.11529
H -1.34569 -0.15094 -0.96293
H -2.25507 0.50438 -3.01214
H -1.26659 3.69877 -4.31274
H 0.86904 3.97676 -5.59427
H 2.51200 2.04235 -5.61211
H 1.87406 -0.07009 -4.45058
F 0.80303 -1.10077 -0.75311
C 0.73944 -1.40890 0.58300
C 0.78531 -0.36968 1.48706
C 0.70304 -0.66196 2.84077
C 0.58811 -1.98142 3.25419
C 0.55551 -3.00918 2.31868
C 0.62712 -2.72741 0.96202
H 0.88694 0.64802 1.13248
H 0.72747 0.13873 3.56685
H 0.52182 -2.20949 4.30916
H 0.46514 -4.03154 2.64433
H 0.59427 -3.51092 0.21630
F 3.25021 1.99482 1.28526
C 4.36319 1.24113 1.08653
C 5.58803 1.73710 1.47749
C 6.71495 0.95647 1.26065
C 6.60411 -0.29072 0.65990
C 5.35800 -0.76475 0.27303
C 4.22524 0.00574 0.49048
H 5.65447 2.71314 1.93849
H 7.68446 1.32631 1.56420
H 7.48811 -0.89091 0.49390
H 5.26437 -1.73415 -0.19861
H 3.24225 -0.33699 0.19758
F 1.50782 -5.89190 2.09131
C 2.69759 -5.91976 1.44346
C 3.83875 -5.58182 2.14015
C 5.05250 -5.60688 1.46852
C 5.10474 -5.95880 0.12643
C 3.93844 -6.29094 -0.54912
C 2.71782 -6.27599 0.11105
H 3.77272 -5.30670 3.18404
H 5.96028 -5.35286 1.99841
H 6.05401 -5.97777 -0.39099
H 3.97644 -6.56608 -1.59428
H 1.79702 -6.54018 -0.39173
F -2.18934 -1.61267 5.55998
C -3.26091 -1.74358 4.74242
C -3.04975 -2.14875 3.44160
C -4.14831 -2.28719 2.60475
C -5.42491 -2.01352 3.07509
C -5.60725 -1.60493 4.38923
C -4.51828 -1.47034 5.23921
H -2.04533 -2.35021 3.09688
H -4.00459 -2.61129 1.58209
H -6.27773 -2.11913 2.41833
H -6.60155 -1.38932 4.75513
H -4.63675 -1.16046 6.26862
F 8.09887 2.10836 -3.63024
C 6.85612 2.48011 -3.27672
C 6.45210 3.77539 -3.53853
C 5.16912 4.16104 -3.17728
C 4.32799 3.24885 -2.55467
C 4.75711 1.95225 -2.30236
C 6.03447 1.55294 -2.66652
H 7.13633 4.46185 -4.01793
H 4.83175 5.16738 -3.38369
H 3.32500 3.53509 -2.26068
H 4.08869 1.26206 -1.80860
H 6.39343 0.55012 -2.48026
F 1.81360 6.46764 -6.18019
C 1.14122 6.91403 -7.27109
C 1.05283 8.27058 -7.49896
C 0.36149 8.70373 -8.62153
C -0.22946 7.78829 -9.48287
C -0.12834 6.42850 -9.22528
C 0.56704 5.98409 -8.11025
H 1.51653 8.96615 -6.81307
H 0.28559 9.76311 -8.82367
H -0.76763 8.13555 -10.35368
H -0.58959 5.71220 -9.89106
H 0.67411 4.92927 -7.89308
F -8.44379 -0.17557 2.37415
C -8.31927 0.09829 1.06034
C -8.80575 -0.80948 0.14117
C -8.67659 -0.52096 -1.20958
C -8.06457 0.65535 -1.62062
C -7.58095 1.54935 -0.67493
C -7.70785 1.27591 0.67947
H -9.27700 -1.72084 0.48352
H -9.06032 -1.21735 -1.94252
H -7.97023 0.87611 -2.67511
H -7.10610 2.46878 -0.99086
H -7.34703 1.96154 1.43420
F -1.31615 -7.42675 8.67404
C -1.95297 -6.24009 8.72492
C -1.69559 -5.30461 7.74338
C -2.35534 -4.08500 7.79724
C -3.24909 -3.81942 8.82584
C -3.48757 -4.77690 9.80215
C -2.83928 -6.00246 9.75577
H -0.99067 -5.53447 6.95581
H -2.16878 -3.34316 7.03609
H -3.75917 -2.86629 8.86696
H -4.18086 -4.57092 10.60625
H -3.01344 -6.76552 10.50183

Here are the Löwdin charges for atoms 1 to 4, given in e: 0.04 0.02 -0.35 0.24

***

Entry 2:
Entry from the OMol25 dataset: C54H51F27O30Zr as an isolated structure at a distorted geometry (ωB97M-V with the def2-TZVPD basis set).

Net charge: -2
Energy: -7088.15906 Ha
HOMO level: -2.65 eV
HOMO-LUMO gap: 0.0523 hartree

Element x y z (Å)
Zr -4.01053 5.56296 -1.05413
C -3.69213 6.46474 -8.08089
C -4.42154 6.64264 -9.38448
C -4.37646 8.05538 -10.01829
O -5.38203 8.18677 -10.69194
C -3.38392 9.03796 -9.63166
C -2.70648 8.73854 -8.48445
C -2.95319 7.47418 -7.66610
O -2.94181 7.39496 -6.36768
O -1.87496 9.66805 -8.08506
O -5.27020 5.82244 -9.86691
H -3.93769 5.51437 -7.63047
H -3.29856 9.92145 -10.24693
C -9.03146 3.95304 -5.94662
C -8.49542 4.65507 -4.73572
C -8.61466 6.22800 -4.68752
O -7.87831 6.71319 -3.80074
C -9.28146 6.94489 -5.71714
C -9.81944 6.21354 -6.77681
C -9.76945 4.67818 -6.80920
O -10.14346 4.09857 -7.90517
O -9.96078 6.89722 -7.90019
O -7.62209 4.25693 -3.96786
H -9.00660 2.87635 -6.02730
H -9.18940 8.02011 -5.75994
C 0.14221 -0.40567 -0.32582
C -0.83888 0.60220 -0.03962
C -1.18962 0.91797 1.41160
O -1.80170 1.95999 1.59814
C -0.57981 0.05579 2.43979
C 0.25850 -0.97758 2.09164
C 0.69779 -1.17647 0.60248
O 1.37578 -2.20229 0.14646
O 0.67736 -1.68485 3.07018
O -1.34783 1.43094 -0.84843
H 0.32858 -0.64646 -1.36200
H -0.89570 0.19279 3.46344
C 1.88531 -4.40782 12.08804
C 1.67643 -5.84721 12.60213
O 1.99240 -5.87984 13.95120
C 1.96387 -7.06710 14.51646
O 1.62974 -8.11350 13.97498
C 2.31327 -6.99088 15.92468
F 1.84970 -5.82436 16.33695
F 1.88412 -7.97103 16.71903
F 3.62106 -6.89194 16.13196
H 0.89645 -4.00880 11.86214
H 2.34919 -4.29262 11.10842
H 2.31242 -3.76822 12.86043
H 2.26249 -6.57930 12.04654
H 0.59971 -5.99552 12.51970
C 7.33401 -5.20700 -5.35357
C 6.48848 -4.10327 -6.01471
O 6.57218 -4.14783 -7.44520
C 7.74768 -3.86611 -8.18660
O 8.87232 -3.56216 -7.63360
C 7.51253 -3.93774 -9.69504
F 6.30290 -3.69154 -9.97476
F 8.21046 -3.04541 -10.38883
F 7.90356 -5.07729 -10.26670
H 7.11277 -5.40787 -4.30533
H 8.29971 -4.70793 -5.43401
H 7.37572 -6.18248 -5.83812
H 6.69845 -3.13483 -5.56069
H 5.42153 -4.15937 -5.79890
C 1.46140 0.58508 -9.63556
C 1.16183 1.09832 -11.07518
O 2.42664 1.58717 -11.75007
C 3.06194 2.75456 -11.47757
O 2.53834 3.63560 -10.76478
C 4.34050 2.93362 -12.30224
F 5.03774 1.79425 -12.38375
F 4.01931 3.27363 -13.56050
F 5.12768 3.89919 -11.79453
H 2.03611 1.35450 -9.12000
H 2.03875 -0.33900 -9.66483
H 0.62039 0.29896 -9.00393
H 0.38976 1.86743 -11.09797
H 0.67386 0.35650 -11.70738
C 5.49146 3.88254 -3.03243
C 4.23051 4.54469 -2.48178
O 4.53077 5.01900 -1.23020
C 3.54105 5.63741 -0.51256
O 2.31128 5.68309 -0.80040
C 4.09362 6.34805 0.76933
F 3.76592 5.64845 1.84340
F 5.42329 6.52787 0.68528
F 3.42142 7.55300 0.90867
H 6.35570 4.49729 -2.78089
H 5.47378 3.79451 -4.11874
H 5.69106 2.88295 -2.64633
H 3.34832 3.90573 -2.52131
H 4.08701 5.37024 -3.17888
C 1.66731 4.14597 8.99648
C 0.39453 4.97314 8.81608
O 0.37651 6.31417 9.34141
C 0.29692 6.63250 10.64494
O 0.10913 5.79069 11.49881
C 0.58529 8.04374 11.06534
F 1.90119 8.16554 11.39435
F 0.39248 8.92324 10.05548
F -0.19506 8.34919 12.09067
H 1.72661 3.73679 10.00503
H 2.58984 4.68090 8.77087
H 1.58309 3.17424 8.50990
H -0.36638 4.39773 9.34338
H 0.10029 5.08102 7.77210
C -1.52746 -8.58485 -5.09397
C -1.18511 -7.71578 -6.27073
O -1.36786 -8.40684 -7.55267
C -2.65282 -8.60344 -8.06857
O -3.62747 -8.00726 -7.65068
C -2.68352 -9.53261 -9.30837
F -2.77835 -8.79593 -10.42068
F -1.50643 -10.15695 -9.48668
F -3.67919 -10.38942 -9.22682
H -2.61091 -8.57032 -4.97556
H -1.05327 -8.07844 -4.25327
H -1.23763 -9.62927 -5.20928
H -0.13531 -7.42977 -6.20560
H -1.77467 -6.81404 -6.43623
C -7.27193 3.85943 7.47669
C -7.01137 4.36666 6.06268
O -8.16303 5.08157 5.57582
C -8.38629 5.33493 4.23139
O -7.55216 5.19417 3.35043
C -9.80240 5.80399 3.86959
F -9.60009 7.01146 3.37685
F -10.42856 5.08711 2.92129
F -10.57483 6.02159 4.92964
H -7.74576 4.62431 8.09194
H -6.42312 3.47443 8.04185
H -7.95449 3.01867 7.35285
H -6.76381 3.51719 5.42611
H -6.12553 4.99949 6.11680
C 9.00267 -2.49551 3.67116
C 8.80717 -3.19374 2.30371
O 10.08123 -3.50502 1.58959
C 10.69746 -2.65952 0.68408
O 10.39411 -1.49685 0.47888
C 11.86653 -3.30766 -0.02186
F 11.93861 -4.56550 0.30651
F 11.73214 -3.17930 -1.33774
F 12.99207 -2.63478 0.29575
H 8.06985 -2.00185 3.94359
H 9.71941 -1.67501 3.70537
H 9.38278 -3.18656 4.42355
H 8.25427 -2.49466 1.67626
H 8.19249 -4.09363 2.32538
C -3.61682 -7.61921 6.33837
C -4.71356 -6.78667 6.98948
O -5.53826 -7.45337 7.82558
C -6.35586 -6.88201 8.74783
O -6.47384 -5.63273 9.01533
C -7.24751 -7.99572 9.41494
F -8.49261 -7.53039 9.60650
F -7.30310 -9.17519 8.75514
F -6.84894 -8.24609 10.60610
H -3.05127 -8.15237 7.10255
H -3.03049 -7.07025 5.60151
H -4.03379 -8.47989 5.81541
H -5.29449 -6.18637 6.28928
H -4.22113 -6.00066 7.56200

Here are the Löwdin charges for atoms 1 to 4, given in e: 0.66 0.12 -0.24 -0.35

***

Entry 3:
Entry from the OMol25 dataset: C54H51N4O6SSi2V as an isolated structure at a distorted geometry (ωB97M-V with the def2-TZVPD basis set).

Net charge: -2
Energy: -4680.27515 Ha
⟨S²⟩: 2.025
HOMO level (spin up / spin down): -3.83 / -3.88 eV
HOMO-LUMO gap (spin up / spin down): 0.2694 / 0.2700 hartree
Multiplicity: 3

Element x y z (Å)
V 0.75828 -0.16320 -0.09288
N 3.70218 -0.72660 -0.87748
C 2.62128 -0.52710 -0.52398
O -9.64772 2.49030 -2.52368
S -8.51422 1.86480 -3.19198
O -7.55992 2.81190 -3.74798
O -8.86732 0.77070 -4.09598
C -7.67412 0.90820 -1.87288
N -8.54852 0.18730 -1.18548
C -8.06222 -0.71170 -0.35148
C -6.70352 -0.89440 -0.16408
C -5.85592 -0.03000 -0.86698
N -6.36492 0.85250 -1.73588
C -4.40142 -0.05080 -0.68468
C -3.55062 0.64580 -1.55168
C -2.18712 0.61620 -1.33248
N -1.60792 -0.03560 -0.32058
C -2.41022 -0.72790 0.48812
C -3.78482 -0.75640 0.35352
H -8.79222 -1.31120 0.18482
H -6.33022 -1.66860 0.48672
H -3.98062 1.19130 -2.37638
H -1.50722 1.13810 -1.99698
H -1.93462 -1.30010 1.27412
H -4.35962 -1.32780 1.06582
C 0.42358 0.80930 8.08252
C 0.30418 0.46720 6.62572
C 1.35778 0.70090 5.75772
C 1.31788 0.28930 4.43352
C 2.51048 0.55380 3.57252
C 0.18848 -0.38040 3.94962
C -0.91322 -0.56630 4.80002
C -2.18162 -1.19180 4.29392
C -0.83542 -0.14380 6.11862
C 0.19658 -1.01470 2.58712
O -0.18222 -2.18800 2.45432
O 0.65168 -0.34540 1.60242
H 1.19698 1.55830 8.22962
H 0.70108 -0.07970 8.65362
H -0.51902 1.18090 8.47942
H 2.24748 1.19930 6.12112
H 3.37318 0.80240 4.18822
H 2.31068 1.39030 2.90122
H 2.75348 -0.30990 2.95492
H -2.66042 -0.52130 3.57772
H -2.88002 -1.38030 5.10852
H -1.95792 -2.12420 3.77822
H -1.68052 -0.31510 6.77542
C -0.76382 4.19140 -1.72308
C 0.45498 4.37690 -0.82408
C 0.01338 4.33740 0.63902
C 1.06018 5.74800 -1.12408
Si 1.71098 2.92330 -1.16228
O 1.00198 1.52200 -1.04538
C 2.38568 3.08790 -2.94788
C 1.60538 2.63380 -4.00618
C 2.03798 2.72590 -5.31618
C 3.27738 3.27600 -5.59648
C 4.07798 3.72080 -4.55768
C 3.63248 3.62180 -3.25138
C 3.22138 3.19530 -0.00858
C 3.65878 2.12250 0.75812
C 4.82798 2.17050 1.49742
C 5.58998 3.32490 1.50622
C 5.16348 4.42050 0.77422
C 3.99958 4.35150 0.02682
H -1.53352 4.93550 -1.50718
H -1.19352 3.20580 -1.57568
H -0.47212 4.28550 -2.76728
H -0.73192 5.10830 0.84682
H 0.86648 4.49870 1.29742
H -0.41762 3.36690 0.88112
H 0.28348 6.51380 -1.17188
H 1.58328 5.73580 -2.07888
H 1.76248 6.03700 -0.34638
H 0.64608 2.18480 -3.79218
H 1.40998 2.36460 -6.12068
H 3.62018 3.35330 -6.61988
H 5.05568 4.14000 -4.76778
H 4.27858 3.95080 -2.44978
H 3.07568 1.21210 0.74862
H 5.14288 1.29660 2.05032
H 6.51398 3.37450 2.06902
H 5.75288 5.33150 0.77862
H 3.70268 5.21970 -0.54398
C 3.88378 -5.14470 1.46712
C 3.24658 -5.64260 0.34432
C 2.30928 -4.87410 -0.32378
C 1.98158 -3.59200 0.10652
C 2.64298 -3.10890 1.23142
C 3.58188 -3.86720 1.90442
Si 0.67238 -2.50220 -0.83358
C 1.02548 -3.16170 -2.62308
C 2.01658 -2.61180 -3.42898
C 2.34058 -3.17690 -4.65208
C 1.67538 -4.30650 -5.09908
C 0.68348 -4.86670 -4.31318
C 0.36998 -4.29780 -3.09178
C -0.99582 -3.39360 -0.49608
C -2.11402 -3.12490 -1.28398
C -3.32582 -3.74680 -1.04328
C -3.44952 -4.63730 0.01092
C -2.34652 -4.91770 0.79982
C -1.13182 -4.31070 0.53952
H 4.62258 -5.74190 1.98752
H 3.47888 -6.63910 -0.00878
H 1.82168 -5.27820 -1.19878
H 2.41258 -2.11440 1.58362
H 4.07938 -3.47200 2.78012
H 2.55038 -1.73660 -3.08218
H 3.12148 -2.73900 -5.26008
H 1.92998 -4.75370 -6.05168
H 0.15748 -5.75260 -4.64768
H -0.39882 -4.75120 -2.48258
H -2.02632 -2.42930 -2.11238
H -4.17752 -3.53490 -1.67638
H -4.39572 -5.12390 0.20742
H -2.43332 -5.61350 1.62412
H -0.27032 -4.53820 1.14802

Here are the Löwdin charges for atoms 1 to 4, given in e: 0.67 0.07 -0.42 -0.38

***

Question: The highest net charge belongs to which entry?
Answer: C54H50F8N5